Molecular formula: C66H146N6O10
Method: DFT, ωB97M-V/def2-TZVPD

Last columns: bonded neighbours and bond lengths (Å).
Geometry (Å):
1 C 19.6777 10.3996 13.0485  C2 1.503, H12 1.098, H13 1.103, H14 1.108
2 C 19.8068 11.3207 11.8674  C1 1.503, C3 1.522, C4 1.594, N10 1.504
3 C 18.4652 12.0186 11.6922  C2 1.522, H15 1.098, H16 1.092, H17 1.089
4 C 20.9693 12.3490 12.2321  C2 1.594, C5 1.546, H18 1.081, H19 1.079
5 C 21.2395 13.2343 10.9940  C4 1.546, C6 1.514, H20 1.079, H21 1.092
6 C 21.6501 12.3547 9.8321  C5 1.514, C7 1.535, H22 1.113, H23 1.096
7 C 20.5764 11.3306 9.4371  C6 1.535, C8 1.544, C9 1.538, N10 1.498
8 C 19.3678 11.9488 8.7022  C7 1.544, H24 1.095, H25 1.102, H26 1.076
9 C 21.2746 10.4105 8.4210  C7 1.538, H27 1.111, H28 1.086, H29 1.085
10 N 20.2134 10.5334 10.6521  C2 1.504, C7 1.498, O11 1.437
11 O 19.1222 9.6311 10.4052  N10 1.437, H30 0.974
12 H 20.6540 9.9249 13.2092  C1 1.098
13 H 19.4071 10.9210 13.9817  C1 1.103
14 H 18.9570 9.5742 12.8848  C1 1.108
15 H 18.2287 12.4492 12.6739  C3 1.098
16 H 18.4859 12.8075 10.9374  C3 1.092
17 H 17.7096 11.2969 11.3847  C3 1.089
18 H 20.6361 13.0114 13.0192  C4 1.081
19 H 21.7801 11.7091 12.5447  C4 1.079
20 H 20.3946 13.8650 10.7642  C5 1.079
21 H 22.1053 13.8597 11.2237  C5 1.092
22 H 22.5555 11.7897 10.1470  C6 1.113
23 H 21.9179 12.9442 8.9476  C6 1.096
24 H 18.4354 11.4034 8.8791  C8 1.095
25 H 19.5460 11.8406 7.6204  C8 1.102
26 H 19.2977 12.9871 8.9743  C8 1.076
27 H 22.1443 9.9761 8.9592  C9 1.111
28 H 21.6633 10.9839 7.5842  C9 1.086
29 H 20.6274 9.5859 8.1406  C9 1.085
30 H 19.6603 8.8215 10.3463  O11 0.974
31 C 19.9001 13.0732 15.9251  C32 1.561, H42 1.087, H43 1.089, H44 1.082
32 C 18.7480 13.1479 16.9761  C31 1.561, C33 1.531, C34 1.517, N40 1.476
33 C 17.9581 11.8390 16.8852  C32 1.531, H45 1.079, H46 1.083, H47 1.087
34 C 19.4271 13.2695 18.3276  C32 1.517, C35 1.543, H48 1.089, H49 1.105
35 C 18.4535 13.7622 19.4193  C34 1.543, C36 1.472, H50 1.087, H51 1.108
36 C 17.8022 15.0137 18.9996  C35 1.472, C37 1.526, H52 1.089, H53 1.078
37 C 17.0420 14.9087 17.6802  C36 1.526, C38 1.560, C39 1.512, N40 1.469
38 C 15.7579 14.0325 17.8068  C37 1.560, H54 1.108, H55 1.082, H56 1.074
39 C 16.5367 16.2665 17.2475  C37 1.512, H57 1.096, H58 1.068, H59 1.105
40 N 18.0076 14.3946 16.7004  C32 1.476, C37 1.469, O41 1.401
41 O 17.5214 14.4238 15.3866  N40 1.401, H60 0.980
42 H 19.5508 12.9512 14.9028  C31 1.087
43 H 20.4643 14.0017 15.9926  C31 1.089
44 H 20.5492 12.2557 16.2108  C31 1.082
45 H 18.6612 11.0633 16.6240  C33 1.079
46 H 17.5330 11.5951 17.8515  C33 1.083
47 H 17.2021 11.7503 16.1087  C33 1.087
48 H 19.8278 12.2787 18.5343  C34 1.089
49 H 20.3203 13.9172 18.2740  C34 1.105
50 H 17.8342 12.9270 19.7369  C35 1.087
51 H 19.1124 13.9563 20.2890  C35 1.108
52 H 18.6025 15.7443 18.8912  C36 1.089
53 H 17.1318 15.4901 19.6972  C36 1.078
54 H 15.9589 13.0397 18.2559  C38 1.108
55 H 15.2274 13.9120 16.8720  C38 1.082
56 H 15.0855 14.5458 18.4692  C38 1.074
57 H 15.9575 16.2319 16.3182  C39 1.096
58 H 17.4022 16.8419 17.0025  C39 1.068
59 H 15.9183 16.7287 18.0377  C39 1.105
60 H 16.7253 13.8539 15.3341  O41 0.980
61 C 19.7501 17.8350 10.2879  C62 1.614, H72 1.100, H73 1.081, H74 1.092
62 C 18.6998 17.9427 9.0672  C61 1.614, C63 1.538, C64 1.489, N70 1.554
63 C 19.3307 18.6344 7.8473  C62 1.538, H75 1.105, H76 1.070, H77 1.098
64 C 18.2202 16.5849 8.6896  C62 1.489, C65 1.516, H78 1.088, H79 1.106
65 C 17.2446 15.9842 9.6823  C64 1.516, C66 1.466, H80 1.077, H81 1.104
66 C 16.0633 16.8367 9.8467  C65 1.466, C67 1.558, H82 1.099, H83 1.071
67 C 16.4348 18.2567 10.3679  C66 1.558, C68 1.530, C69 1.571, N70 1.530
68 C 15.1614 19.1010 10.2940  C67 1.530, H84 1.096, H85 1.085, H86 1.092
69 C 16.9771 18.2000 11.8413  C67 1.571, H87 1.069, H88 1.091, H89 1.087
70 N 17.4570 18.8226 9.3796  C62 1.554, C67 1.530, O71 1.422
71 O 17.9709 20.0404 9.9048  N70 1.422, H90 0.953
72 H 19.4751 16.9464 10.8750  C61 1.100
73 H 20.6956 17.7483 9.7718  C61 1.081
74 H 19.7606 18.7274 10.9167  C61 1.092
75 H 18.4995 18.7078 7.1232  C63 1.105
76 H 19.6785 19.5926 8.1723  C63 1.070
77 H 20.0956 17.9609 7.4395  C63 1.098
78 H 17.7203 16.6451 7.7248  C64 1.088
79 H 19.0934 15.9156 8.5788  C64 1.106
80 H 16.9546 15.0462 9.2389  C65 1.077
81 H 17.6671 15.7396 10.6721  C65 1.104
82 H 15.3179 16.3900 10.5193  C66 1.099
83 H 15.6361 17.0900 8.8982  C66 1.071
84 H 14.7062 18.9655 9.3062  C68 1.096
85 H 15.4850 20.1250 10.4500  C68 1.085
86 H 14.4791 18.8365 11.1051  C68 1.092
87 H 17.1364 19.2222 12.1117  C69 1.069
88 H 17.8270 17.5253 11.9534  C69 1.091
89 H 16.1589 17.8077 12.4397  C69 1.087
90 H 17.7123 20.6056 9.1827  O71 0.953
91 C 25.1977 10.7561 15.8831  C92 1.564, H102 1.089, H103 1.095, H104 1.083
92 C 25.1246 11.9150 14.8351  C91 1.564, C93 1.511, C94 1.512, N100 1.491
93 C 25.5332 11.3525 13.4938  C92 1.511, H105 1.113, H106 1.089, H107 1.099
94 C 23.7178 12.4669 14.8926  C92 1.512, C95 1.542, H108 1.100, H109 1.089
95 C 23.4821 13.7135 14.0157  C94 1.542, C96 1.515, H110 1.090, H111 1.104
96 C 24.4988 14.7217 14.5098  C95 1.515, C97 1.551, H112 1.092, H113 1.080
97 C 25.9982 14.3405 14.6152  C96 1.551, C98 1.568, C99 1.522, N100 1.475
98 C 26.6740 14.4251 13.2032  C97 1.568, H114 1.075, H115 1.079, H116 1.108
99 C 26.7269 15.3332 15.5100  C97 1.522, H117 1.126, H118 1.100, H119 1.115
100 N 26.0445 13.0113 15.2529  C92 1.491, C97 1.475, O101 1.434
101 O 27.3557 12.4613 15.4403  N100 1.434, H120 0.970
102 H 26.1439 10.2320 15.7603  C91 1.089
103 H 25.1828 11.2523 16.8591  C91 1.095
104 H 24.3878 10.0846 15.6268  C91 1.083
105 H 25.0631 10.3578 13.3266  C93 1.113
106 H 25.1890 11.9811 12.6739  C93 1.089
107 H 26.5927 11.1727 13.2630  C93 1.099
108 H 23.0172 11.6378 14.7152  C94 1.100
109 H 23.5543 12.7171 15.9402  C94 1.089
110 H 23.6702 13.5522 12.9538  C95 1.090
111 H 22.4501 14.0843 14.1447  C95 1.104
112 H 24.1607 15.0973 15.4782  C96 1.092
113 H 24.4935 15.6105 13.8967  C96 1.080
114 H 27.5365 13.7944 13.0865  C98 1.075
115 H 27.0232 15.4220 12.9831  C98 1.079
116 H 25.9733 14.0479 12.4324  C98 1.108
117 H 27.7956 15.0092 15.6555  C99 1.126
118 H 26.2400 15.2829 16.4956  C99 1.100
119 H 26.6605 16.3984 15.1869  C99 1.115
120 H 27.7082 12.3520 14.5437  O101 0.970
121 C 18.0286 24.8778 12.1604  C122 1.539, H132 1.097, H133 1.087, H134 1.117
122 C 19.1830 23.8620 12.0958  C121 1.539, C123 1.554, C124 1.535, N130 1.443
123 C 19.1678 23.2042 10.6882  C122 1.554, H135 1.093, H136 1.097, H137 1.080
124 C 20.4397 24.7239 12.2799  C122 1.535, C125 1.542, H138 1.105, H139 1.095
125 C 21.6439 23.7973 12.5449  C124 1.542, C126 1.508, H140 1.105, H141 1.079
126 C 21.4583 22.8941 13.7376  C125 1.508, C127 1.546, H142 1.082, H143 1.100
127 C 20.1976 22.0119 13.5904  C126 1.546, C128 1.545, C129 1.491, N130 1.471
128 C 20.4368 20.8856 12.5595  C127 1.545, H144 1.106, H145 1.098, H146 1.117
129 C 19.8735 21.4035 14.9126  C127 1.491, H147 1.083, H148 1.096, H149 1.087
130 N 19.0973 22.8861 13.1557  C122 1.443, C127 1.471, O131 1.390
131 O 17.8733 22.2285 13.1251  N130 1.390, H150 0.986
132 H 18.0944 25.3046 13.1691  C121 1.097
133 H 18.1639 25.6143 11.3720  C121 1.087
134 H 17.0414 24.3723 12.0253  C121 1.117
135 H 18.3314 22.5165 10.5413  C123 1.093
136 H 19.0678 23.9830 9.9222  C123 1.097
137 H 20.0696 22.6476 10.4804  C123 1.080
138 H 20.6326 25.2642 11.3353  C124 1.105
139 H 20.1890 25.3744 13.1237  C124 1.095
140 H 21.8088 23.2314 11.6101  C125 1.105
141 H 22.5213 24.4196 12.6270  C125 1.079
142 H 21.3840 23.3988 14.6916  C126 1.082
143 H 22.2791 22.1624 13.7462  C126 1.100
144 H 20.8956 21.3220 11.6521  C128 1.106
145 H 19.4823 20.4292 12.2662  C128 1.098
146 H 21.1099 20.1179 13.0123  C128 1.117
147 H 20.7034 20.8153 15.2850  C129 1.083
148 H 18.9863 20.7666 14.8248  C129 1.096
149 H 19.6470 22.1698 15.6496  C129 1.087
150 H 17.7831 21.5777 12.3903  O131 0.986
151 C 14.5514 18.8812 14.7959  C152 1.512, H162 1.081, H163 1.112, H164 1.091
152 C 13.4393 18.8714 15.8201  C151 1.512, C153 1.573, C154 1.543, N160 1.493
153 C 12.9905 17.3686 15.9402  C152 1.573, H165 1.121, H166 1.082, H167 1.120
154 C 14.0083 19.4849 17.1168  C152 1.543, C155 1.468, H168 1.097, H169 1.120
155 C 12.9889 19.8585 18.1049  C154 1.468, C156 1.490, H170 1.067, H171 1.085
156 C 11.9020 20.7095 17.5431  C155 1.490, C157 1.533, H172 1.089, H173 1.083
157 C 11.2661 20.2064 16.2418  C156 1.533, C158 1.562, C159 1.533, N160 1.489
158 C 10.2215 19.0680 16.4694  C157 1.562, H174 1.107, H175 1.082, H176 1.122
159 C 10.5499 21.4183 15.6344  C157 1.533, H177 1.086, H178 1.104, H179 1.093
160 N 12.3660 19.7867 15.3295  C152 1.493, C157 1.489, O161 1.441
161 O 11.8036 19.4028 14.0597  N160 1.441, H180 0.956
162 H 14.8595 19.8971 14.5942  C151 1.081
163 H 15.4890 18.3292 15.0275  C151 1.112
164 H 14.1270 18.5141 13.8597  C151 1.091
165 H 13.8485 16.8267 16.4160  C153 1.121
166 H 12.0708 17.2118 16.4879  C153 1.082
167 H 12.8820 16.9183 14.9206  C153 1.120
168 H 14.7463 18.7475 17.4550  C154 1.097
169 H 14.6169 20.3801 16.8286  C154 1.120
170 H 12.6466 19.0845 18.7547  C155 1.067
171 H 13.4904 20.5010 18.8214  C155 1.085
172 H 12.2493 21.7047 17.2681  C156 1.089
173 H 11.1393 20.8788 18.2928  C156 1.083
174 H 9.2540 19.4478 16.8493  C158 1.107
175 H 10.5414 18.2792 17.1367  C158 1.082
176 H 10.0404 18.6075 15.4619  C158 1.122
177 H 10.0786 21.1839 14.6846  C159 1.086
178 H 11.2440 22.2585 15.4561  C159 1.104
179 H 9.7518 21.7894 16.2819  C159 1.093
180 H 12.1734 20.0760 13.4903  O161 0.956
181 C 18.6754 18.6524 20.0914  C182 1.520, H185 1.077, H186 1.084, H187 1.093
182 C 18.5673 20.0636 19.5362  C181 1.520, C183 1.542, O184 1.433, H188 1.115
183 C 17.2671 20.1719 18.7138  C182 1.542, H189 1.101, H190 1.113, H191 1.094
184 O 18.5932 21.0522 20.5733  C182 1.433, H192 0.978
185 H 17.8860 18.4417 20.7935  C181 1.077
186 H 19.6437 18.6591 20.5780  C181 1.084
187 H 18.8155 17.8986 19.3122  C181 1.093
188 H 19.4288 20.3133 18.8735  C182 1.115
189 H 17.1078 21.1625 18.2612  C183 1.101
190 H 16.3168 19.9432 19.2460  C183 1.113
191 H 17.4019 19.5392 17.8314  C183 1.094
192 H 19.2242 20.7274 21.2467  O184 0.978
193 C 23.3855 19.1384 11.1911  C194 1.541, H197 1.106, H198 1.114, H199 1.062
194 C 24.9222 19.1726 11.2979  C193 1.541, C195 1.592, O196 1.438, H200 1.130
195 C 25.3222 17.8413 12.0730  C194 1.592, H201 1.090, H202 1.113, H203 1.072
196 O 25.6220 19.3188 10.0501  C194 1.438, H204 0.956
197 H 22.8340 19.1251 12.1502  C193 1.106
198 H 23.0601 18.2349 10.6271  C193 1.114
199 H 23.1702 19.9391 10.5267  C193 1.062
200 H 25.2560 20.0465 11.9320  C194 1.130
201 H 24.7883 17.8147 13.0233  C195 1.090
202 H 26.4066 17.9393 12.3049  C195 1.113
203 H 25.1746 17.0006 11.4243  C195 1.072
204 H 25.5330 18.5695 9.4635  O196 0.956
205 C 20.6072 16.3124 13.8674  C206 1.467, H209 1.092, H210 1.088, H211 1.077
206 C 20.2734 17.1094 15.0524  C205 1.467, C207 1.495, O208 1.508, H212 1.085
207 C 18.9381 17.7500 14.8501  C206 1.495, H213 1.110, H214 1.094, H215 1.118
208 O 20.3838 16.3540 16.3529  C206 1.508, H216 0.981
209 H 21.6463 15.9913 13.9630  C205 1.092
210 H 20.4600 16.8254 12.9188  C205 1.088
211 H 19.9505 15.4610 13.9257  C205 1.077
212 H 21.0228 17.8624 15.2724  C206 1.085
213 H 18.9754 18.3816 13.9383  C207 1.110
214 H 18.7025 18.4198 15.6819  C207 1.094
215 H 18.1356 16.9780 14.7566  C207 1.118
216 H 19.6260 15.7452 16.4816  O208 0.981
217 C 23.0899 19.9864 18.1336  C218 1.516, H221 1.111, H222 1.071, H223 1.101
218 C 22.3807 18.9083 17.3378  C217 1.516, C219 1.513, O220 1.412, H224 1.133
219 C 23.3643 18.4551 16.2813  C218 1.513, H225 1.105, H226 1.081, H227 1.107
220 O 21.9404 17.8831 18.2026  C218 1.412, H228 0.983
221 H 23.5157 20.7177 17.4138  C217 1.111
222 H 23.9297 19.6228 18.6901  C217 1.071
223 H 22.5095 20.5365 18.8906  C217 1.101
224 H 21.4951 19.3605 16.7949  C218 1.133
225 H 23.4837 19.2133 15.4868  C219 1.105
226 H 23.1479 17.4925 15.8389  C219 1.081
227 H 24.3498 18.2858 16.7559  C219 1.107
228 H 21.3599 17.2898 17.6751  O220 0.983

Calculated values
HOMO ... -8.244 eV
Energy above the lowest of the compared OMol25 structures with the same formula, charge and spin ... 53.3 kcal per mole
E_tot ... -3682.9475 Ha
LUMO ... 0.323 eV
Frontier orbital gap ... 8.57 eV
Total charge ... 0
Structure (SMILES) ... CC1(C)CCCC(C)(C)N1O.CC1(C)CCCC(C)(C)N1O.CC1(C)CCCC(C)(C)N1O.CC1(C)CCCC(C)(C)N1O.CC1(C)CCCC(C)(C)N1O.CC1(C)CCCC(C)(C)N1O.CC(C)O.CC(C)O.CC(C)O.CC(C)O

Mulliken population analysis, charges in e, atoms 1 to 99:
1 C -1.926
2 C 2.451
3 C -1.304
4 C -0.301
5 C 0.060
6 C -1.738
7 C 1.957
8 C -1.220
9 C -2.019
10 N -0.008
11 O -0.498
12 H 0.413
13 H 0.068
14 H 0.508
15 H 0.113
16 H 0.091
17 H 0.439
18 H -0.788
19 H 0.417
20 H -0.208
21 H 0.527
22 H 0.294
23 H 0.444
24 H 0.217
25 H 0.515
26 H -0.199
27 H 0.452
28 H 0.442
29 H 0.454
30 H 0.401
31 C -1.865
32 C 2.174
33 C -1.844
34 C -1.473
35 C -1.230
36 C -0.832
37 C 1.615
38 C -1.790
39 C -1.289
40 N 1.910
41 O -0.685
42 H -0.463
43 H -0.015
44 H 0.967
45 H 0.570
46 H 0.450
47 H 0.197
48 H 0.568
49 H 0.218
50 H 0.510
51 H 0.464
52 H -0.260
53 H 0.674
54 H 0.261
55 H 0.325
56 H 0.521
57 H 0.205
58 H -0.679
59 H 0.799
60 H 0.280
61 C -0.203
62 C 2.204
63 C -1.808
64 C -1.913
65 C 0.386
66 C -1.897
67 C 1.726
68 C -1.715
69 C -0.750
70 N -0.463
71 O 0.110
72 H -0.775
73 H 0.576
74 H -0.456
75 H 0.447
76 H 0.391
77 H 0.408
78 H 0.573
79 H 0.240
80 H 0.524
81 H -0.146
82 H 0.363
83 H 0.406
84 H 0.433
85 H 0.399
86 H 0.225
87 H 0.155
88 H -0.274
89 H 0.585
90 H 0.336
91 C -1.929
92 C 2.007
93 C -1.565
94 C -1.943
95 C 1.528
96 C -1.103
97 C 1.837
98 C -1.512
99 C -1.956